No. 1
# C7H13NO

C7H13NO in the gas phase (ωB97M-V/def2-TZVPD, the Open Molecules 2025 dataset).

```
22
Properties=species:S:1:pos:R:3:lowdin_charge:R:1
H 0.837 0.940 -2.180 0.0616
H 1.554 -0.348 1.791 0.0576
N -1.766 -0.377 1.254 0.1455
C 1.912 -0.671 0.829 -0.0817
C 0.043 1.616 0.678 -0.0714
H -0.814 1.884 -1.881 0.1053
H -0.427 -1.904 -1.369 0.0567
H 2.564 -1.528 1.076 0.0864
H 0.893 2.232 0.380 0.0857
H 1.116 -2.875 -1.034 0.0897
H -0.946 2.149 0.778 0.1074
O -2.609 -0.249 -0.789 0.0507
C -0.154 0.986 -1.844 -0.0131
H -1.086 -0.478 1.917 0.0456
C 0.800 -0.941 -0.119 -0.2369
C -0.275 0.506 -0.343 -0.3577
H -0.717 0.175 -2.304 0.0665
H 0.234 1.364 1.723 0.0610
H -2.667 -0.573 1.828 0.1662
C 0.500 -1.962 -0.851 0.0327
C -1.647 -0.012 -0.058 -0.5426
H 2.655 0.066 0.518 0.0848
```

The orbital gap comes out at 0.3781 Ha. As for the HOMO energy: -9.57 eV. For the energy above the lowest of the compared OMol25 structures with the same formula, charge and spin, the calculation gives 48.89 kcal/mol. The molecular weight comes out at 127.2 Da. The SMILES is C=C(C)C(C)(C)C(N)=O.

***

No. 2
# C4H10NO2

A molecular structure, C4H10NO2 (ωB97M-V/def2-TZVPD, the Open Molecules 2025 dataset).

```
17
Properties=species:S:1:pos:R:3:lowdin_charge:R:1
H -0.662 -1.812 -1.481 0.0243
H 2.569 -0.316 1.524 0.1486
C 1.770 0.279 0.914 -0.2948
O 1.805 -0.241 -0.414 -0.1381
H -0.519 1.660 0.497 0.1315
H -2.218 0.333 -1.886 0.1430
C 0.406 0.047 1.561 -0.1945
C -1.141 -0.116 -1.865 -0.2063
H 0.607 -0.322 -0.715 0.0935
H 1.958 1.309 1.070 0.0847
O -1.402 -1.636 -2.036 -0.0838
H 0.362 0.726 2.427 0.1146
N -0.693 -0.206 -0.537 -0.0455
H -1.695 0.344 1.272 0.1618
C -0.737 0.582 0.665 -0.2013
H -0.637 0.391 -2.742 0.1421
H 0.227 -1.021 1.746 0.1202
```

Its multiplicity is 2. The orbital gap (spin up / spin down) comes out at 0.3876 / 0.2685 Ha. As for the HOMO energy (spin up / spin down): -9.70 / -9.45 eV. For the energy above the lowest of the compared OMol25 structures with the same formula, charge and spin, the calculation gives 76.33 kcal/mol. The molecular weight comes out at 104.1 Da.

***

No. 3
# C50H94BBr3F3N10O15

9 unconnected molecules or ions with the total composition C50H94BBr3F3N10O15 (ωB97M-V/def2-TZVPD, the Open Molecules 2025 dataset).

```
176
Properties=species:S:1:pos:R:3:lowdin_charge:R:1
C -3.509 -0.366 7.629 -0.3294
O -0.298 0.510 -2.123 -0.2164
H -2.788 -2.403 9.272 0.0923
C 7.039 -7.653 4.408 -0.3359
O 2.222 2.612 1.051 -0.1813
H -7.053 4.786 -0.968 0.0998
H -6.205 -1.176 -0.984 0.0400
Br 4.613 1.703 8.048 0.7373
H 3.678 -5.298 -0.119 0.1252
C 6.490 -0.118 -4.504 -0.0482
H -10.539 4.533 -2.249 0.1265
O -4.453 5.161 -2.451 -0.0262
C -1.228 0.248 8.363 -0.0663
N -9.968 -2.004 -5.023 -0.2052
C 3.618 -4.157 3.086 -0.0211
O -11.210 -1.334 -3.188 0.0001
C 8.880 -2.828 -9.547 -0.0590
H 5.126 -5.860 4.384 0.0644
H -7.957 -2.494 -1.270 0.0819
O 7.899 -0.350 -7.096 -0.0213
C 8.498 1.353 -4.363 -0.0561
C -6.745 -0.362 -0.472 -0.3851
H -2.243 3.421 -2.144 0.1182
H 7.159 -10.933 5.088 0.0928
H 4.521 -1.050 -1.554 0.1381
C -2.603 -1.391 9.646 -0.0487
F 3.597 0.487 5.058 -0.0762
H -1.076 0.872 9.249 0.0970
C -3.539 5.797 -2.960 -0.3143
O -6.168 0.649 -0.094 -0.0254
C -9.652 4.942 -1.739 -0.3335
C 1.694 -1.047 6.046 -0.1659
H -8.815 -0.436 -4.291 0.0966
H -4.133 2.635 0.981 0.0881
C -8.722 -1.510 -4.473 -0.0434
H -1.770 4.839 1.171 0.1372
H -9.148 -2.369 0.050 0.0940
H 4.283 1.758 0.908 0.1258
N 5.880 -3.338 0.603 0.1137
H 7.629 -9.609 6.195 0.0981
C 3.625 2.705 0.617 -0.2224
H -8.872 1.306 -0.221 0.0903
C 6.668 1.519 -2.707 -0.3026
N -8.492 4.795 -2.470 -0.2047
H 8.480 -0.322 -9.041 0.1366
C -8.926 0.366 0.336 -0.0389
C -11.128 -1.857 -4.292 -0.3143
H -7.818 3.292 -3.736 0.0859
H 5.044 2.349 2.905 0.0749
N -8.091 -0.619 -0.321 -0.1907
H -7.895 -1.697 -5.163 0.0908
C 3.140 -0.298 6.228 -0.6348
C -8.699 -1.844 -0.798 -0.0649
H -0.775 -1.710 3.364 0.1073
H -2.568 8.639 -3.986 0.0919
C 6.973 -9.892 5.367 -0.0413
H 1.486 -1.611 7.079 0.1414
H 0.520 -2.607 4.869 0.1345
H 0.399 1.557 0.707 0.1279
N -2.463 -0.491 8.519 -0.2082
H 8.384 -4.179 -7.448 0.0907
C 8.263 -0.899 -8.128 -0.2880
H -3.600 0.404 0.616 0.0442
C -3.409 -0.607 1.197 -0.5495
F 2.277 0.243 8.659 -0.0708
H -9.581 -1.921 -7.062 0.0896
H 6.172 -4.149 1.191 0.0724
H -9.483 3.839 -4.063 0.0818
N 3.485 -2.351 1.036 0.1087
C 8.197 -3.139 -7.169 -0.0458
H 5.933 -9.777 5.686 0.0961
H 2.529 -0.446 -4.132 0.1434
C -3.118 3.017 1.474 -0.0881
H 7.806 -8.806 2.233 0.0846
H 8.358 1.709 -5.388 0.0872
Br -4.085 -2.154 0.095 0.6203
H 0.475 2.577 -2.163 0.1321
Br 4.612 -1.547 6.892 0.6905
C -0.504 1.945 -2.375 -0.1679
H -2.460 2.101 1.847 0.0682
H 9.176 0.495 -4.362 0.0927
H -3.298 0.343 6.811 0.1273
H 3.736 2.796 -0.569 0.1300
H -2.829 5.326 -3.658 0.1284
H -9.474 -1.593 -1.528 0.0600
C 1.540 1.435 0.470 -0.1276
C 1.642 -2.202 4.887 -0.1489
C 3.488 -0.631 -1.198 -0.1259
H 2.282 -3.117 5.300 0.1185
H -8.529 -2.014 -3.521 0.0685
C -7.247 5.289 -1.920 -0.0565
H -1.613 7.135 -4.033 0.0849
N -3.278 7.133 -2.743 -0.1980
H 8.934 2.155 -3.761 0.0858
C 2.057 -1.714 3.381 0.0135
N 8.446 -2.256 -8.291 -0.2023
H 8.598 -10.114 3.149 0.0943
H -12.015 -2.266 -4.802 0.1318
H -0.401 -0.461 8.267 0.0643
C 2.058 0.015 1.124 0.0945
H -8.105 4.878 -4.509 0.0869
H 7.302 2.310 -2.276 0.1340
O 5.592 1.217 -2.206 -0.0300
C 4.469 -5.079 3.765 0.1601
H -3.026 4.558 -0.239 0.1118
H -6.419 5.102 -2.610 0.0495
N 7.217 0.939 -3.831 -0.1860
H -0.006 -1.258 -3.305 0.1464
C 4.815 3.516 2.863 -0.1387
H 6.893 -10.283 2.637 0.0926
C -2.278 4.020 0.482 -0.2227
H 9.031 -2.053 -10.303 0.0881
H 3.991 3.689 3.709 0.0900
H 6.382 -3.305 -0.315 0.0852
H 0.116 0.359 -4.275 0.1267
C 4.279 4.008 1.376 -0.1889
H 7.047 -0.478 -5.373 0.0434
C -2.173 7.815 -3.385 -0.0613
O -9.734 5.466 -0.635 0.0003
C 0.394 -0.151 -3.259 -0.1399
H -1.698 -1.384 10.259 0.0883
H 5.517 0.266 -4.823 0.0936
B 4.378 -3.392 0.316 -0.4781
H -1.343 -1.744 1.053 0.1124
C 3.060 -2.702 2.477 0.0123
C 2.920 0.818 7.456 -0.6634
H 8.118 -3.529 -9.899 0.0923
H -1.296 0.206 0.935 0.0932
H 9.822 -3.361 -9.387 0.0926
H -8.548 0.535 1.348 0.0936
O 6.675 -7.104 5.440 -0.0140
H 0.815 -0.243 5.972 0.1338
H -3.459 -1.076 10.249 0.0961
H -4.049 -0.556 2.177 0.0880
C -4.134 7.881 -1.846 -0.0365
H 2.307 1.016 -2.843 0.1308
C -9.955 -2.637 -6.325 -0.0650
H -2.475 -0.945 3.635 0.1455
H -3.446 3.583 2.466 0.0941
H -9.294 -3.507 -6.289 0.0892
H 1.685 1.471 -0.704 0.1100
O -0.909 0.506 3.641 -0.0683
O 2.399 -1.083 -2.077 -0.1775
H -5.161 7.845 -2.220 0.0897
H -4.103 7.416 -0.855 0.0952
C -8.480 4.163 -3.772 -0.0668
N 7.222 -9.010 4.245 -0.2032
C -1.772 -0.715 1.480 -0.1982
H 3.618 0.555 -1.166 0.1021
O 3.862 -4.435 -0.593 0.0593
H 5.180 4.474 0.784 0.1122
H 5.792 4.054 3.218 0.0711
H -10.958 -2.960 -6.616 0.0862
H 6.331 -0.943 -3.802 0.0846
C 2.060 -0.095 -3.111 -0.1366
O 1.064 1.872 3.807 0.0232
C 7.656 -9.582 2.989 -0.0599
C 1.546 -0.344 2.640 0.0868
H -1.260 0.886 7.476 0.0862
H -0.793 2.183 -3.501 0.1346
H 8.853 -2.856 -6.341 0.0938
O -1.196 3.373 -0.281 -0.2330
O -4.578 -0.960 7.701 0.0079
H -2.542 1.825 -1.169 0.1463
H -3.804 8.921 -1.774 0.0920
C -1.704 2.622 -1.442 -0.1421
C -1.418 -0.766 3.110 -0.1684
C 0.521 0.705 3.368 -0.2256
H -7.339 6.364 -1.738 0.0900
C 3.065 -1.065 0.339 0.0979
H -9.963 0.024 0.381 0.0937
H 7.256 -7.075 3.495 0.1267
F 1.989 1.852 6.867 -0.0717
H 3.388 4.787 1.524 0.1292
H -1.505 8.209 -2.615 0.0916
H 7.157 -3.024 -6.850 0.0928
```

The orbital gap comes out at 0.2001 Ha. As for the HOMO energy: -9.70 eV. The molecular weight comes out at 1382.9 Da. As for the total charge: +1.

***

Among the records above, which one has the lowest molecular weight? C4H10NO2

***

Which formula does entry 1 have? C7H13NO